Entry 1:
Computed, not measured: a cluster of 3 separate species, C2H6NO3 in total in a non-equilibrium geometry, with ωB97M-V with the def2-TZVPD basis set.

Results
Charge: -1
Frontier orbital gap (eV): 7.96
ΔE to the lowest compared entry with this formula, charge and spin (kJ/mol): 198.1

Each line ends with the Löwdin charge.
Positions of all 12 atoms, in Å:
O -0.10631 0.81453 -0.95621  -0.174
C 1.07641 0.45509 -1.13839  -0.629
N 1.66447 -0.59216 -0.62982  -0.018
C -0.33677 -1.89194 1.14025  -0.185
O -0.99624 -2.89633 1.20324  -0.058
H 1.74561 1.14639 -1.72426  0.079
H 2.61857 -0.74764 -0.92507  -0.027
H -0.72112 -0.99543 0.62238  0.051
H 0.66168 -1.65496 1.49341  0.043
H -1.78932 3.12630 0.98591  0.013
H -0.91881 2.65964 -0.29223  0.002
O -1.05981 3.33625 0.39794  -0.099

Force components x, y, z for each atom (eV/Å):
O -0.59 0.30 -0.02
C 1.20 0.34 0.12
N -0.61 -0.93 0.46
C -0.86 1.63 -1.06
O 0.39 -0.73 0.48
H -0.27 -0.05 -0.20
H 0.06 0.56 -0.27
H -0.15 -0.03 -0.08
H 0.64 -0.85 0.59
H 0.11 -0.53 -0.45
H -0.13 -0.48 0.59
O 0.22 0.76 -0.15

Entry 2:
Computed, not measured: a cluster of 2 separate species, C3H8ClNO in total in a non-equilibrium geometry, with ωB97M-V with the def2-TZVPD basis set.

Results
SMILES: CN(C)C=O.Cl
Charge: 0
Frontier orbital gap (eV): 10.64
ΔE to the lowest compared entry with this formula, charge and spin (kJ/mol): 106.2

Each line ends with the Löwdin charge.
Positions of all 14 atoms, in Å:
C 1.01757 -0.77409 -1.48588  -0.033
N 0.27616 -0.20063 -0.31274  -0.194
C -0.74059 -1.18190 0.07128  -0.067
C 0.60750 0.85118 0.42236  -0.346
O 0.02872 1.27594 1.40544  -0.065
H 1.84805 -1.34260 -1.09477  0.078
H 0.18589 -1.38119 -1.99842  0.107
H 1.42959 0.07031 -2.10060  0.096
H -0.40517 -2.17338 0.31746  0.076
H -1.36132 -0.77576 1.02082  0.145
H -1.39758 -1.30620 -0.78893  0.075
H 1.62587 1.38447 0.04183  0.176
Cl -2.02587 3.20973 2.35693  0.249
H -1.08880 2.34412 2.14523  -0.298

Force components x, y, z for each atom (eV/Å):
C -1.16 1.64 0.22
N -0.15 -2.36 -0.86
C -2.42 2.16 2.38
C 2.52 1.58 -0.49
O 0.14 -0.48 -0.09
H 0.09 -0.63 -0.27
H 1.97 0.86 0.25
H -0.55 -0.95 0.28
H 0.88 -0.26 0.19
H 1.43 -0.88 -2.37
H -0.38 0.13 0.20
H -2.14 -1.02 0.52
Cl -0.27 0.23 0.17
H 0.05 -0.01 -0.13

Entry 3:
Computed, not measured: a structure of composition C26H34BaNO in a non-equilibrium geometry, with ωB97M-V with the def2-TZVPD basis set.

Results
Charge: -1
Frontier orbital gap (alpha / beta) (eV): 4.17 / 4.43

Each line ends with the Löwdin charge.
Positions of all 63 atoms, in Å:
C -3.19315 -1.10384 0.03208  -0.260
C -2.58756 -1.37691 -1.24279  -0.239
C -1.39904 -2.15697 -1.02463  -0.272
H -2.91336 -0.96420 -2.22089  0.090
C -1.27160 -2.40458 0.40121  -0.343
C -2.39540 -1.74474 1.05572  -0.328
H -0.31467 -2.70428 0.92694  0.086
C -2.18854 2.33185 0.23931  -0.266
C -2.38918 1.84292 -1.09695  -0.231
C -1.13745 1.88972 -1.79502  -0.164
H -3.33682 1.41578 -1.49258  0.095
C -0.14614 2.38704 -0.88498  -0.412
C -0.79351 2.69565 0.37163  -0.279
H -0.61886 -2.37405 -1.79764  0.086
H -2.46217 -1.52595 2.15507  0.063
H -4.06280 -0.44037 0.22205  0.095
H -0.26069 2.86875 1.35154  0.101
H -0.93450 1.43147 -2.80237  0.110
H -2.91756 2.27334 1.08380  0.089
Ba -0.71900 0.11541 0.42470  2.028
C 1.35280 2.49375 -1.11927  -0.516
C 1.65526 3.95862 -0.85063  -0.057
C 1.70281 2.11537 -2.55931  -0.044
H 0.90572 4.58536 -1.35366  0.101
H 2.64216 4.20728 -1.24338  0.075
H 1.63204 4.18454 0.22247  0.088
H 1.27518 2.86074 -3.24204  0.095
H 1.32605 1.11739 -2.83610  0.085
H 2.79483 2.12482 -2.67274  0.082
C 2.20406 1.63257 -0.12513  -0.054
C 2.20355 0.17155 -0.39100  -0.461
H 1.88082 1.81462 0.92415  0.143
H 3.25389 1.96699 -0.20042  0.130
O 1.17325 -0.52653 -0.66710  -0.270
N 3.28011 -0.58691 -0.41980  0.071
C 3.27276 -2.05456 -0.26263  -0.103
H 4.04791 -0.13058 -0.85105  0.130
C 2.71090 -2.83275 -1.41512  -0.224
C 1.98022 -4.01553 -1.21028  -0.038
H 1.78791 -4.38036 -0.19476  0.118
C 1.48682 -4.73182 -2.30050  -0.082
H 0.92161 -5.65013 -2.12759  0.105
C 1.72689 -4.28629 -3.60709  -0.096
H 1.34573 -4.85144 -4.45902  0.098
C 2.46281 -3.11779 -3.81044  -0.085
H 2.66245 -2.75665 -4.82035  0.099
C 2.96104 -2.40026 -2.71739  -0.045
H 3.54103 -1.48922 -2.87877  0.110
H 2.76934 -2.32349 0.67863  0.137
H 4.33852 -2.27818 -0.13754  0.129
C -2.63254 2.25322 4.22750  -0.115
C -2.02531 0.83743 4.31983  -0.585
C -3.15019 -0.19653 4.43327  -0.112
C -1.20053 0.62341 3.15225  -0.318
H -3.28710 2.35943 3.35377  0.060
H -1.84531 3.00809 4.15588  0.064
H -3.22604 2.46959 5.11766  0.047
H -1.40375 0.79007 5.21725  0.110
H -3.81288 -0.17279 3.56272  0.072
H -2.73149 -1.19782 4.53106  0.064
H -3.75319 0.00533 5.32168  0.058
H -0.32561 1.27913 3.07498  -0.025
H -1.86257 0.66432 2.27379  -0.090

Force components x, y, z for each atom (eV/Å):
C 0.53 -0.96 0.23
C 0.43 -0.25 0.55
C -0.30 -0.12 0.49
H 0.25 -0.43 0.85
C -1.08 -0.35 -0.28
C -0.35 -0.99 -0.59
H -1.36 0.04 -0.66
C 0.32 0.74 -0.61
C 0.16 0.57 0.29
C 0.02 -0.20 0.28
H 0.93 0.50 0.37
C -1.07 0.35 0.33
C -0.36 0.84 -0.77
H -0.90 0.05 0.80
H 0.02 -0.54 -1.33
H 0.69 -0.66 -0.20
H -0.79 0.07 -1.23
H -0.32 0.71 1.17
H 0.73 0.25 -1.01
Ba -0.78 0.01 2.03
C -1.07 -0.21 0.21
C 0.53 0.45 -0.17
C 0.13 0.03 0.04
H 0.27 -0.19 0.18
H 0.28 0.22 0.06
H -0.08 -0.03 -0.23
H 0.08 -0.24 0.08
H 0.11 0.36 0.15
H -0.04 0.02 -0.15
C 0.42 0.69 -0.24
C -3.70 -2.96 -1.72
H 0.13 -0.18 -0.53
H -0.23 0.01 0.20
O 3.15 1.42 -0.33
N 2.21 -0.10 0.75
C 0.34 0.66 0.05
H 1.24 0.02 0.29
C -0.28 -0.47 -0.46
C 0.15 0.27 -0.11
H 0.02 0.25 -0.37
C 0.20 0.05 -0.17
H 0.12 0.33 -0.07
C 0.04 0.05 0.30
H 0.07 0.18 0.25
C 0.11 0.06 0.22
H -0.09 -0.13 0.24
C -0.26 -0.35 -0.16
H -0.21 -0.21 -0.02
H 0.04 0.28 -0.35
H -0.16 -0.25 0.05
C -0.29 0.05 0.76
C -0.87 0.89 0.51
C 0.19 0.19 0.45
C 1.32 -1.75 -1.53
H 0.15 -0.15 0.06
H -0.02 -0.09 -0.05
H -0.30 0.30 0.24
H -0.07 0.00 0.31
H 0.10 0.03 -0.05
H 0.01 -0.06 -0.10
H -0.20 -0.03 0.04
H -0.22 0.43 -0.13
H -0.07 0.53 0.79

Entry 4:
Computed, not measured: a structure of composition C24H18HfN3SbSe4, with ωB97M-V with the def2-TZVPD basis set.

Results
Charge: 0
Frontier orbital gap (eV): 6.04
ΔE to the lowest compared entry with this formula, charge and spin (kJ/mol): 0.0

Each line ends with the Löwdin charge.
Positions of all 51 atoms, in Å:
Hf -0.21295 0.37835 0.80224  0.900
N 0.97667 -0.77249 2.45018  -0.064
C 2.37031 -0.39583 2.59756  -0.283
C 2.79583 0.02192 3.84959  -0.041
C 4.09813 0.44919 4.03510  -0.067
C 4.97162 0.45703 2.95945  -0.075
C 4.53566 0.03590 1.71582  -0.032
C 3.22704 -0.40691 1.49914  -0.146
C 2.82344 -0.80328 0.11816  -0.206
C 3.79194 -1.43687 -0.66746  -0.053
C 3.58413 -1.67854 -2.01342  -0.083
C 2.39369 -1.27640 -2.59704  -0.096
C 1.40787 -0.71253 -1.80140  -0.161
C 1.55679 -0.48249 -0.42274  -0.210
H 0.50212 -0.60503 3.34495  0.007
H 0.89449 -1.77282 2.26993  0.115
H 2.08529 0.04670 4.66706  0.061
H 4.41906 0.78921 5.01047  0.108
H 5.98749 0.80868 3.08305  0.104
H 5.21376 0.08693 0.87446  0.111
H 4.72676 -1.74212 -0.21398  0.109
H 4.35144 -2.16488 -2.60226  0.103
H 2.22483 -1.41746 -3.65767  0.099
H 0.48038 -0.43879 -2.29532  0.079
Se -0.60547 1.08015 5.47291  -0.099
Sb -1.53445 1.86608 3.41861  -0.209
Se 0.53675 2.50405 1.92327  0.121
Se -2.27290 -0.28762 2.19406  0.062
Se -3.14252 3.56707 2.97949  -0.138
C -2.89370 3.62847 -1.17897  -0.016
C -1.86896 2.94830 -0.50952  -0.146
N -1.66138 1.64671 -0.63674  -0.003
C -2.50871 0.94526 -1.43753  -0.152
C -3.54659 1.54394 -2.15475  -0.129
C -3.72713 2.93244 -2.00693  0.020
C -4.39007 0.73909 -2.98934  -0.006
C -4.20934 -0.59400 -3.08654  -0.010
C -3.17202 -1.24294 -2.34226  -0.129
C -2.95254 -2.63009 -2.37813  0.017
C -1.94612 -3.17708 -1.62467  -0.015
C -1.16300 -2.33292 -0.83424  -0.114
N -1.35358 -1.02919 -0.77551  -0.052
C -2.33443 -0.47795 -1.52043  -0.165
H -3.01041 4.68852 -1.00943  0.121
H -1.20906 3.47944 0.16196  0.029
H -4.53123 3.42612 -2.53837  0.126
H -5.18315 1.22968 -3.53921  0.121
H -4.85025 -1.19723 -3.71658  0.120
H -3.58162 -3.25330 -3.00158  0.125
H -1.74739 -4.23884 -1.63148  0.115
H -0.34656 -2.73160 -0.24399  0.123

Force components x, y, z for each atom (eV/Å):
Hf 0.28 -0.11 -0.34
N 0.01 -0.09 0.05
C 0.01 0.00 -0.01
C 0.01 0.00 0.00
C -0.02 0.00 0.01
C 0.02 0.00 -0.01
C -0.01 0.01 0.01
C 0.05 0.00 -0.01
C -0.07 0.01 0.02
C 0.01 -0.01 0.02
C 0.00 0.00 0.00
C 0.00 0.00 -0.01
C -0.01 0.02 0.01
C -0.08 0.06 0.07
H -0.05 0.01 -0.03
H 0.02 0.00 0.01
H 0.00 0.00 0.00
H 0.00 0.00 0.00
H 0.00 0.00 -0.01
H 0.00 0.00 0.00
H 0.00 0.00 0.00
H 0.00 0.00 0.00
H 0.00 0.00 0.00
H -0.01 0.00 0.00
Se 0.02 -0.03 0.00
Sb -0.07 0.11 0.13
Se -0.01 0.06 0.01
Se -0.03 -0.02 0.01
Se -0.03 0.01 -0.02
C -0.06 -0.02 -0.05
C 0.03 0.03 0.04
N -0.02 0.01 0.06
C -0.05 -0.02 -0.04
C 0.06 -0.04 0.04
C 0.03 0.04 0.03
C -0.02 -0.01 -0.02
C -0.02 0.02 -0.02
C 0.04 0.03 0.04
C 0.02 -0.02 0.01
C -0.04 0.00 -0.03
C 0.03 0.01 0.02
N -0.03 -0.03 0.03
C -0.03 -0.01 -0.03
H 0.00 0.00 0.00
H 0.02 -0.03 0.00
H 0.00 0.00 0.00
H 0.00 0.00 0.00
H 0.00 0.00 0.00
H 0.00 0.00 0.00
H 0.00 0.00 0.00
H 0.00 0.01 0.01

Entry 5:
Computed, not measured: a cluster of 2 separate species, C5H12O in total in a non-equilibrium geometry, with ωB97M-V with the def2-TZVPD basis set.

Results
Charge: +1
Frontier orbital gap (alpha / beta) (eV): 9.26 / 5.42
ΔE to the lowest compared entry with this formula, charge and spin (kJ/mol): 136.2
⟨S²⟩: 0.76
Spin multiplicity: 2

Each line ends with the Löwdin charge.
Positions of all 18 atoms, in Å:
C 0.08940 -0.13308 -1.30204  -0.147
C 0.29842 0.79923 -2.47367  -0.303
C 1.23689 1.95408 -2.11331  -0.117
H 1.08725 -0.46265 -0.98767  0.074
H -0.53440 -1.00060 -1.50563  0.079
H -0.37040 0.39412 -0.44704  0.058
H -0.62259 1.22856 -2.85958  0.105
H 0.73149 0.19141 -3.27828  0.110
H 0.60081 2.79560 -1.82249  0.072
H 1.97686 1.72427 -1.33919  0.067
H 1.84061 2.43131 -2.88629  0.073
C 0.31158 -0.17289 2.01491  0.269
C -0.76181 -0.85643 2.53482  -0.059
O -1.25320 -1.80621 1.78001  0.191
H 0.72185 0.64525 2.59511  0.120
H 0.73552 -0.34541 1.03493  0.072
H -1.16116 -0.75324 3.53776  0.163
H -2.18700 -1.99720 1.95759  0.173

Force components x, y, z for each atom (eV/Å):
C -0.03 0.29 0.60
C 0.83 -0.09 -0.78
C -0.13 0.93 0.13
H -0.14 -0.23 0.05
H 0.02 -0.06 -0.19
H 0.00 0.07 -0.27
H -0.19 -0.21 0.03
H -0.12 0.16 0.02
H 0.21 -0.06 0.65
H -0.35 -0.11 0.16
H -0.18 -0.63 -0.59
C 1.05 1.12 0.30
C -0.64 -1.88 -0.45
O 0.06 1.17 -0.15
H 0.03 -0.03 0.03
H -0.15 -0.38 0.04
H -0.17 0.49 -0.05
H -0.12 -0.56 0.45

Entry 6:
Computed, not measured: the molecule C6H13N, with ωB97M-V with the def2-TZVPD basis set.

Results
SMILES: CCCN1C[C@H]1C
Charge: 0
Frontier orbital gap (eV): 10.33
ΔE to the lowest compared entry with this formula, charge and spin (kJ/mol): 84.1

Each line ends with the Löwdin charge.
Positions of all 20 atoms, in Å:
C -2.39110 -1.26003 1.17100  -0.120
C -1.45161 -0.13505 0.74749  -0.254
C -0.83138 -0.34141 -0.63148  -0.239
N 0.21725 0.64511 -0.83786  -0.095
C 1.26980 0.31760 -1.78185  -0.112
C 1.52149 0.28263 -0.31829  -0.358
C 2.29487 1.34060 0.42441  -0.059
H -1.87435 -2.22749 1.16135  0.071
H -3.25853 -1.33832 0.50602  0.071
H -2.76387 -1.09449 2.18713  0.068
H -1.97607 0.82807 0.75526  0.110
H -0.63600 -0.04652 1.47719  0.105
H -1.58672 -0.21947 -1.41825  0.123
H -0.44041 -1.37538 -0.71593  0.117
H 1.63785 1.14686 -2.38307  0.104
H 1.21366 -0.63816 -2.30615  0.105
H 1.59405 -0.72343 0.10680  0.137
H 3.36381 1.10289 0.45553  0.073
H 2.16445 2.31531 -0.05546  0.079
H 1.93282 1.42068 1.45616  0.071

Force components x, y, z for each atom (eV/Å):
C -0.03 -0.06 0.00
C 0.01 0.04 0.03
C -0.08 -0.11 0.01
N -0.11 0.00 0.04
C 0.10 -0.05 -0.23
C 0.12 -0.05 0.18
C 0.03 0.05 -0.01
H -0.08 0.14 0.00
H 0.12 0.02 0.06
H 0.03 -0.03 -0.16
H 0.08 -0.13 0.01
H -0.09 -0.03 -0.09
H 0.08 -0.02 0.11
H -0.02 0.16 0.02
H -0.05 -0.12 0.11
H -0.03 0.15 0.11
H -0.04 0.16 -0.07
H -0.14 0.03 -0.02
H 0.02 -0.14 0.05
H 0.06 0.00 -0.15

no.,E (hartree)
1,-360.29576
2,-709.27142
3,-1166.50029
4,-10983.84408
5,-272.56536
6,-291.12673